No. 1
ORCA calculation (ωB97M-V with the def2-TZVPD basis set) on a 5-piece molecular cluster, C45H48ClF6N3O24PS overall at a distorted geometry.

```
129
C45H48ClF6N3O24PS ωB97M-V with the def2-TZVPD basis set
Cl 1.76 1.15 -0.08
S 6.25 -0.16 -1.87
P 4.68 -0.60 -0.91
F -3.71 0.29 -4.16
F -2.37 3.09 -3.10
F -1.75 0.43 -2.40
F -1.06 0.13 -4.48
F -3.65 1.68 -5.83
F -1.53 2.66 -5.10
O -5.06 3.47 -4.37
O -1.60 -4.62 3.23
O 2.25 9.37 5.77
O 2.58 6.51 2.08
O 1.23 11.18 4.14
O -2.54 -3.97 -2.09
O 1.82 -2.05 -1.35
O 4.63 -2.16 -0.59
O -3.35 -3.19 0.29
O -5.50 -7.34 0.72
O -6.85 -8.55 -5.66
O -4.62 -8.16 -1.65
O -5.31 1.80 -2.85
O -10.40 -9.68 -1.91
O 0.10 -3.20 -0.84
O -9.40 -8.72 -6.39
O -7.86 -9.44 -1.17
O -0.15 0.39 4.92
O 3.34 4.10 6.46
O 0.40 2.76 -3.07
O 1.63 8.34 0.43
O 4.53 0.17 0.45
O -2.36 -3.69 5.59
O 0.54 -0.52 2.51
N 0.60 -2.72 -1.75
N 2.12 -0.29 -4.66
N 3.25 -0.27 -1.98
C 5.46 3.57 2.32
C -1.23 -3.39 3.57
C 3.12 2.18 -2.32
C -1.68 -2.93 4.93
C -4.29 -6.94 -1.24
C 4.37 4.74 0.35
C 1.54 10.13 3.62
C 1.38 9.85 2.20
C 1.48 -0.69 -3.42
C -3.55 1.59 -4.49
C -8.17 -9.26 -2.45
C 2.29 7.58 2.59
C 2.12 9.05 4.50
C -10.02 -9.20 -4.18
C -0.12 -1.28 3.21
C -3.21 -4.79 -1.47
C 2.83 3.61 7.68
C 4.40 3.32 5.93
C -0.49 -2.61 2.77
C -4.46 -5.23 0.63
C -7.24 -8.98 -3.38
C 4.37 3.57 -0.65
C 2.38 0.97 -1.74
C 1.74 8.66 1.71
C -4.81 -6.54 0.11
C 0.17 1.58 -3.04
C 4.72 4.16 3.53
C 2.47 7.86 4.00
C -4.74 2.41 -3.89
C -7.64 -8.80 -4.77
C 3.19 -3.74 -3.04
C 1.11 0.51 -2.54
C 5.63 4.62 1.22
C -2.15 2.14 -4.02
C -0.55 -0.83 4.57
C -3.71 -4.40 -0.11
C 4.18 3.05 4.44
C 2.44 -1.46 -2.44
C 3.19 -2.43 -3.31
C -1.22 1.04 -3.49
C -9.10 -8.91 -5.11
C -9.62 -9.40 -2.80
C -3.54 -6.11 -1.98
C 3.09 3.46 -1.47
C -1.28 -1.61 5.37
H 5.18 3.75 -1.35
H 1.80 -0.82 -5.45
H 3.90 4.74 3.12
H 3.11 2.95 4.27
H 3.72 -0.04 -2.88
H 5.37 4.83 4.08
H -0.16 -2.92 1.80
H -8.70 -9.63 -0.72
H 2.18 3.57 -0.89
H 2.69 2.42 -3.28
H -2.12 -4.96 3.98
H 2.42 4.46 8.21
H 6.40 4.23 0.55
H 3.76 -0.08 0.99
H 3.74 -2.07 -4.16
H 6.44 3.25 2.69
H 3.47 4.79 0.94
H 4.93 2.69 1.97
H 3.36 -4.08 -2.02
H -3.16 -6.38 -2.95
H -2.82 -2.82 -0.44
H 3.60 3.17 8.30
H -11.07 -9.29 -4.42
H 4.66 2.10 4.21
H 4.50 5.65 -0.23
H 5.32 3.90 6.03
H 3.10 4.28 -2.18
H 0.98 10.64 1.57
H 2.02 2.91 7.51
H 0.62 -1.28 -3.70
H 3.93 -2.35 0.06
H -4.83 -4.96 1.61
H 4.53 2.38 6.45
H -6.20 -8.88 -3.13
H 1.95 7.42 0.35
H -8.55 -8.53 -6.84
H 2.89 7.07 4.63
H 1.93 10.29 5.86
H -1.60 -1.29 6.36
H 3.05 -4.49 -3.80
H -6.27 1.92 -2.88
H 0.36 0.74 4.17
H -5.16 -8.54 -0.93
H 4.61 2.66 -0.11
H 1.98 0.70 -4.83
H 5.96 5.58 1.61
H 0.51 0.03 -1.77
H 4.17 1.96 -2.53
```

The max |F| is 3.185 eV/Å. The highest occupied orbital energy is -10.886 eV. The orbital gap comes out at 7.23 eV. As for the spin multiplicity: 1. Its net charge is +1.

=====

No. 2
ORCA calculation (ωB97M-V with the def2-TZVPD basis set) on one molecule with the formula C23H31N3O6S at a distorted geometry.

```
64
C23H31N3O6S ωB97M-V with the def2-TZVPD basis set
S -0.64 -3.47 1.84
O -1.37 -4.57 1.28
O 0.67 4.48 -0.15
O -1.24 -2.77 2.94
O -1.06 1.38 3.00
O -0.93 0.15 -4.03
O 1.39 -6.58 3.11
N 0.39 3.20 -2.93
N 0.91 -3.90 2.32
N 0.47 0.64 -2.28
C -0.16 0.89 -3.47
C -0.84 -2.42 -0.69
C 0.28 2.25 -4.03
C 1.56 -4.83 1.42
C -1.08 1.82 1.71
C -0.26 -2.29 0.55
C -0.21 2.88 1.44
C 0.66 -5.72 3.95
C 1.44 5.08 0.87
C 0.83 -0.28 -0.11
C 1.16 4.38 -3.27
C 0.23 -0.38 -1.37
C 1.07 -4.26 3.72
C 0.58 -1.23 0.85
C -1.87 1.30 0.70
C -0.59 2.66 -5.22
C -1.78 1.86 -0.57
C -1.98 0.39 3.40
C -0.93 2.91 -0.86
C -0.14 3.43 0.17
C 1.15 -6.28 1.75
C -0.59 -1.46 -1.66
C -0.87 3.50 -2.25
H 0.80 5.47 1.67
H 1.31 2.09 -4.41
H 2.12 4.08 -3.69
H 0.38 3.25 2.26
H -1.75 -0.59 2.96
H -1.72 3.11 -2.82
H 0.66 5.04 -3.99
H -1.89 0.32 4.48
H -0.61 1.84 -5.94
H 1.01 1.43 -1.94
H -3.01 0.68 3.15
H 0.88 -6.03 4.97
H 2.12 -4.11 3.99
H 1.47 0.56 0.11
H 1.26 -4.57 0.41
H -1.48 -3.26 -0.89
H -2.40 1.45 -1.36
H 1.01 -1.17 1.84
H 0.09 -6.41 1.51
H 1.75 -6.99 1.17
H 2.17 4.38 1.29
H -1.62 2.85 -4.91
H 1.34 4.94 -2.35
H -0.19 3.55 -5.70
H -2.54 0.48 0.87
H -0.42 -5.82 3.75
H 1.97 5.90 0.40
H -1.05 -1.54 -2.64
H 2.64 -4.71 1.54
H -0.99 4.59 -2.17
H 0.44 -3.58 4.30
```

The max |F| is 1.102 eV/Å. The value obtained for the energy relative to the best compared isomer or geometry (same formula, charge and spin) is 52.2 kcal per mole. The SMILES is COc1ccc(CN(C)[C@H](C)C(=O)Nc2ccc(S(=O)(=O)N3CCOCC3)cc2)c(OC)c1. The highest occupied orbital energy is -8.167 eV. The orbital gap comes out at 8.74 eV. As for the spin multiplicity: 1. Its net charge is 0.

=====

No. 3
ORCA calculation (ωB97M-V with the def2-TZVPD basis set) on a 2-piece molecular cluster, C4H13NO2 overall at a distorted geometry.

```
20
C4H13NO2 ωB97M-V with the def2-TZVPD basis set
O 2.11 -0.64 0.50
O 2.78 -3.09 1.82
N -1.09 0.95 -0.43
C 0.03 -0.02 -0.52
C -1.53 1.44 -1.70
C 1.20 0.45 0.29
C -2.07 0.62 0.58
H -0.40 -0.99 -0.23
H 2.37 -2.66 1.06
H 2.80 -0.32 1.09
H 2.99 -4.00 1.60
H 0.79 0.71 1.29
H -2.96 0.12 0.19
H -2.38 1.55 1.07
H 1.65 1.35 -0.11
H -1.61 0.00 1.35
H -0.67 1.78 -2.28
H -1.99 0.71 -2.39
H 0.13 -0.31 -1.57
H -2.14 2.34 -1.60
```

The max |F| is 2.860 eV/Å. The value obtained for the energy relative to the best compared isomer or geometry (same formula, charge and spin) is 33.4 kcal per mole. The SMILES is CN(C)CCO.O. The highest occupied orbital energy is -8.316 eV. The orbital gap comes out at 9.16 eV. As for the spin multiplicity: 1. Its net charge is 0.

=====

No. 4
ORCA calculation (ωB97M-V with the def2-TZVPD basis set) on C16H20HgN3Se2Te2 as an isolated structure at a distorted geometry.

```
44
C16H20HgN3Se2Te2 ωB97M-V with the def2-TZVPD basis set
Hg 0.92 1.29 0.76
Te 3.71 2.09 -0.33
Te 6.27 2.52 0.25
Se 1.35 2.84 2.66
Se 3.66 0.85 -2.44
N -0.51 2.32 -1.14
N 1.92 -1.17 1.16
N -0.57 -0.27 0.10
C -2.65 -0.73 -1.12
C -0.54 -1.41 0.86
C 2.81 -1.80 0.19
C -1.69 -2.11 1.30
C -3.74 -0.29 -1.85
C -3.84 1.04 -2.24
C -1.65 1.44 -1.24
C 2.61 -0.93 2.43
C -2.76 1.87 -1.96
C 0.75 -3.14 1.99
C -1.61 0.12 -0.69
C 0.14 2.42 -2.45
C -1.62 -3.31 1.98
C -0.39 -3.87 2.30
C -0.81 3.64 -0.60
C 0.70 -1.92 1.33
H -1.28 3.54 0.37
H -2.54 -3.81 2.28
H 3.44 -0.24 2.25
H -0.31 -4.83 2.80
H -1.45 4.23 -1.27
H -4.69 1.41 -2.78
H -2.76 2.88 -2.33
H -0.52 2.91 -3.18
H 1.72 -3.52 2.28
H 0.13 4.18 -0.45
H 2.29 -1.91 -0.76
H 3.68 -1.17 0.03
H -2.59 -1.79 -0.89
H 3.02 -1.86 2.87
H -2.66 -1.67 1.13
H 3.15 -2.79 0.53
H 0.39 1.42 -2.81
H 1.93 -0.46 3.14
H 1.07 2.98 -2.36
H -4.52 -1.00 -2.12
```

The max |F| is 1.404 eV/Å. The highest occupied orbital energy (spin up / spin down) is -0.857 / -0.833 eV. The orbital gap (spin up / spin down) comes out at 5.16 / 4.85 eV. As for the spin multiplicity: 2. Its net charge is -2.

=====

No. 5
ORCA calculation (ωB97M-V with the def2-TZVPD basis set) on C48H60N12O4P as an isolated structure at a distorted geometry.

```
125
C48H60N12O4P ωB97M-V with the def2-TZVPD basis set
P -0.06 0.06 0.23
O 0.60 -0.75 1.38
O -1.34 -0.50 -0.12
O 0.93 0.00 -0.99
O -0.24 1.59 0.57
N 2.65 -2.02 -1.79
N 3.02 -0.81 1.69
N -1.98 2.70 1.75
N -2.01 -2.80 -1.50
N -0.58 3.78 -0.95
N -2.98 -1.52 1.28
N 0.07 0.38 -3.29
N 0.45 -0.74 3.75
N -3.19 0.57 -1.49
N 0.75 -3.24 1.68
N 1.46 3.06 1.84
N 2.77 1.25 -2.06
C -3.15 -4.16 -2.82
C 2.17 2.56 2.94
C 3.45 2.39 -1.69
C 2.97 4.50 2.11
C -4.23 -1.66 3.06
C 1.86 -3.05 -2.30
C -0.73 -0.32 -5.19
C -4.09 3.18 2.46
C -3.00 4.08 3.14
C -1.63 5.54 -1.73
C -2.75 -2.83 -2.65
C 3.81 -1.88 2.29
C -0.33 -0.71 -4.01
C -0.14 5.49 -2.26
C 3.88 -2.33 -1.68
C -4.23 1.74 -2.98
C -0.66 -0.08 5.50
C 1.59 -5.20 1.20
C 0.29 4.34 -1.90
C 0.13 1.58 -4.02
C -5.26 0.89 -2.17
C 1.99 4.21 1.27
C -0.22 -4.13 2.07
C -0.30 0.33 4.22
C -4.75 -2.68 2.07
C -3.91 -2.46 1.02
C 5.10 -1.54 2.36
C 0.29 -5.41 1.86
C -1.74 3.73 2.64
C 4.18 -3.48 -2.33
C -3.36 2.29 1.61
C 3.88 0.18 1.40
C 2.79 -4.11 -2.66
C -3.20 -1.01 2.57
C -4.51 0.17 -1.35
C 5.14 -0.05 1.79
C -0.32 1.23 -5.25
C -1.76 -4.14 -0.99
C -0.05 -1.46 5.70
C -3.05 1.53 -2.48
C 3.23 3.41 3.17
C -2.54 -4.99 -1.72
C -1.79 4.48 -0.95
C 1.84 -3.89 0.99
C 3.17 0.71 -3.34
C 0.55 -1.82 4.52
C 4.30 2.81 -2.73
C 4.12 1.64 -3.80
H 0.71 2.39 1.16
H 5.02 -3.97 -2.37
H 4.69 1.67 -4.62
H -5.55 -3.44 2.12
H -0.25 -1.62 -3.50
H -4.52 2.35 -3.91
H 0.89 -2.86 -2.50
H 2.57 -3.34 0.44
H 2.63 -0.34 -3.61
H -1.10 -3.76 2.53
H 3.42 0.99 0.93
H 5.95 -2.18 2.69
H -4.74 -0.77 -0.74
H -0.44 1.98 -5.95
H 5.21 3.42 -2.45
H -3.97 -4.48 -3.54
H -2.73 -6.09 -1.39
H 4.75 -1.37 -1.39
H 1.23 -2.56 4.18
H -3.78 -2.91 0.10
H 0.47 -2.13 1.40
H -2.10 1.96 -2.41
H -2.28 -0.95 0.73
H 3.55 2.76 -0.87
H 1.22 3.77 -2.21
H -6.39 0.87 -2.23
H 3.28 -2.75 2.72
H -1.05 -0.76 -6.15
H 1.55 4.53 0.50
H -0.22 1.21 3.70
H -1.26 2.07 1.24
H 1.93 -0.95 1.71
H 2.09 0.95 -1.51
H -0.72 3.90 2.91
H -3.33 4.88 3.67
H -4.56 -1.48 4.22
H -3.08 -2.15 -3.22
H -2.58 -0.05 2.69
H -3.47 1.42 1.02
H -2.51 0.22 -1.00
H 6.19 0.43 1.58
H 2.28 -6.10 0.63
H 4.15 3.30 3.78
H -0.06 -2.12 6.50
H 0.35 0.08 -2.18
H -0.25 2.95 -0.27
H -2.46 6.30 -1.90
H 1.98 1.55 3.50
H -1.01 -4.26 -0.14
H 2.45 -5.20 -2.97
H 0.26 6.42 -2.99
H 2.21 -1.10 -1.51
H 0.74 2.46 -3.78
H 3.60 5.42 2.02
H -2.65 4.08 -0.38
H 0.58 -0.66 2.44
H -0.15 -6.31 2.01
H -1.69 -1.96 -1.07
H -5.00 3.27 2.55
H -1.43 0.39 6.18
```

The max |F| is 12.756 eV/Å. The value obtained for the energy relative to the best compared isomer or geometry (same formula, charge and spin) is 145.3 kcal per mole. The highest occupied orbital energy is -1.095 eV. The orbital gap comes out at 7.35 eV. As for the spin multiplicity: 1. Its net charge is -3.

=====

No. 6
ORCA calculation (ωB97M-V with the def2-TZVPD basis set) on a 12-piece molecular cluster, C45H58N11O overall at a distorted geometry.

```
115
C45H58N11O ωB97M-V with the def2-TZVPD basis set
O -34.44 -62.15 19.70
N -35.73 -66.28 15.96
N -32.26 -68.29 19.72
N -36.20 -62.15 21.73
N -33.23 -60.33 18.28
N -36.25 -61.86 17.56
N -32.04 -62.36 21.76
N -36.14 -59.10 21.87
N -29.50 -63.19 20.44
N -36.12 -65.02 22.39
N -37.63 -64.82 17.82
N -32.26 -61.73 15.47
C -38.04 -66.79 18.66
C -37.47 -62.50 21.65
C -32.12 -62.20 13.32
C -28.79 -63.61 18.42
C -35.58 -57.23 20.84
C -37.47 -61.29 17.72
C -33.86 -59.39 17.48
C -31.18 -61.24 21.89
C -31.46 -59.29 17.54
C -34.75 -66.69 22.08
C -36.63 -58.17 22.67
C -33.71 -66.84 15.19
C -38.03 -62.22 22.91
C -34.80 -67.85 14.69
C -31.43 -63.32 14.21
C -30.24 -61.44 22.74
C -31.60 -63.37 22.62
C -30.59 -62.85 23.31
C -37.14 -61.95 15.57
C -32.01 -66.95 19.47
C -34.32 -66.03 16.09
C -30.84 -66.65 20.17
C -34.86 -65.36 21.90
C -36.01 -67.26 22.58
C -38.07 -61.50 16.56
C -38.78 -66.56 17.29
C -36.86 -61.96 23.86
C -32.75 -58.67 16.99
C -31.85 -60.33 18.28
C -28.05 -63.32 20.58
C -31.26 -68.93 20.44
C -35.75 -61.89 22.99
C -35.92 -62.01 16.18
C -32.62 -61.30 14.16
C -38.55 -65.33 16.91
C -36.80 -66.12 22.74
C -29.93 -63.30 19.16
C -31.57 -62.85 15.48
C -30.42 -67.96 20.83
C -35.41 -58.69 20.69
C -27.60 -63.68 19.32
C -33.77 -63.23 18.97
C -36.40 -57.01 22.06
C -35.97 -67.31 15.07
C -37.20 -65.60 18.81
H -36.92 -56.14 22.18
H -36.48 -68.14 22.65
H -33.90 -67.20 21.57
H -34.45 -63.82 18.67
H -34.67 -61.92 23.04
H -32.03 -64.39 22.58
H -37.96 -67.50 19.22
H -38.62 -64.59 15.95
H -36.30 -65.84 16.58
H -36.49 -65.35 19.67
H -37.17 -58.25 23.65
H -31.15 -70.17 20.66
H -33.82 -61.01 18.96
H -32.69 -67.05 14.80
H -30.19 -62.88 21.26
H -32.47 -61.14 16.17
H -27.58 -63.29 21.68
H -33.00 -68.71 19.25
H -37.31 -63.92 17.95
H -37.76 -60.95 18.71
H -37.88 -65.89 23.27
H -36.33 -60.12 22.08
H -30.96 -64.19 13.98
H -32.51 -66.48 18.71
H -31.29 -60.43 21.33
H -34.12 -64.67 21.37
H -36.53 -64.18 22.45
H -30.98 -63.08 18.91
H -29.52 -60.70 23.08
H -39.21 -61.09 16.61
H -37.28 -62.16 14.40
H -32.76 -62.58 21.05
H -38.95 -62.16 23.24
H -31.28 -61.03 18.94
H -28.79 -63.70 17.32
H -39.28 -67.26 16.65
H -34.79 -68.57 13.92
H -29.69 -68.45 21.09
H -37.93 -62.85 20.70
H -33.96 -65.28 16.87
H -36.82 -67.81 14.95
H -30.05 -63.55 24.20
H -32.36 -62.13 12.04
H -26.58 -63.85 18.93
H -35.04 -62.18 15.62
H -31.07 -63.34 16.32
H -30.52 -59.03 17.22
H -34.87 -59.30 19.93
H -35.44 -61.82 18.28
H -35.02 -59.09 17.47
H -32.95 -57.74 16.38
H -35.62 -62.12 20.88
H -30.27 -65.68 20.07
H -35.20 -56.85 19.99
H -33.17 -63.76 19.73
H -33.14 -62.94 18.07
H -36.84 -61.78 24.90
H -33.22 -60.47 13.98
```

The max |F| is 13.213 eV/Å. The value obtained for the energy relative to the best compared isomer or geometry (same formula, charge and spin) is 233.0 kcal per mole. The highest occupied orbital energy is -6.094 eV. The orbital gap comes out at 8.73 eV. As for the spin multiplicity: 1. Its net charge is -1.